(1)
Below is C18H26N4S as an isolated structure at a distorted geometry, with properties calculated with wB97M-V/def2-TZVPD.

Computed properties:
- frontier orbital gap (eV) = 7.98
- charge = 0
- E_HOMO (eV) = -7.395

The geometry in XYZ format:
```
49
Properties=species:S:1:pos:R:3:forces:R:3:nbo_charge:R:1
S 2.4393 -1.2663 1.0360 14.3049 3.7638 -1.0756 -0.133
N 0.2867 -0.8723 1.8787 -8.9567 -9.4428 -2.5843 -0.508
N -1.1625 -0.5876 -2.4346 -14.0993 1.2028 -4.5622 -0.530
N 0.6475 -0.4506 -1.5952 6.5004 8.5826 3.8683 -0.560
N 0.5788 -2.7607 0.4989 3.8438 -1.1212 -3.4003 -0.454
C -2.7656 4.0397 -1.5972 3.0302 -0.7516 -11.0039 -0.519
C 1.5814 -3.0635 -1.8994 0.0184 -0.1738 -8.4032 -0.408
C 0.2109 0.9214 -1.5342 -7.5931 -6.8696 -1.7007 0.075
C 1.0468 -1.6490 1.1412 -7.9999 -2.0685 -0.0341 0.160
C -0.1904 -1.1887 -2.1998 7.6543 -2.4169 2.5318 0.458
C 0.1228 4.5537 -0.8358 -7.2545 0.6738 2.2272 -0.520
C -0.4417 3.2668 -1.2570 1.9990 -3.5420 2.3880 -0.030
C 0.2691 -2.4920 -2.2269 -5.6592 -6.9512 -5.1377 -0.298
C -1.7703 2.9570 -1.5469 1.7267 7.4069 1.2116 -0.098
C 1.0826 0.9571 4.9017 3.0143 3.8105 0.6598 -0.593
C -1.2571 0.6210 -1.9448 4.2538 5.9971 0.3283 0.173
C 0.4244 0.1943 2.6290 5.7326 -0.5280 2.4856 -0.233
C -0.6100 -2.9829 -0.0695 -9.9636 0.4313 4.8704 -0.237
C 0.8327 -0.1471 3.9818 0.3182 -2.3692 2.3491 -0.409
C 0.3856 2.1030 -1.0374 2.0774 4.9102 0.6217 -0.225
C -0.8592 -3.3588 -1.4576 1.4082 -3.1384 -3.8620 -0.395
C 1.5237 -3.5124 -0.6601 2.7849 4.0377 11.3990 -0.260
C -2.1223 1.8279 -1.9518 -3.4317 -12.6519 -4.7940 -0.197
H 2.2571 -2.3123 -2.2179 1.6591 0.3652 0.2266 0.227
H -0.3989 0.6382 2.6505 -6.8299 4.6417 -0.0364 0.194
H -2.1825 4.9535 -2.3165 -1.9930 -2.3570 1.7576 0.166
H 1.3364 2.2192 -0.6049 1.4164 1.0346 0.7269 0.192
H 1.2230 0.7190 2.2841 1.9437 2.3754 -1.6438 0.219
H -3.1238 1.5729 -2.5414 1.7309 1.0067 1.8084 0.209
H 2.0186 1.5515 4.3056 -2.5095 -0.8827 1.9719 0.187
H -3.7128 3.8181 -2.0801 0.1217 -0.2720 -0.0238 0.215
H 1.7561 -0.7216 3.9236 -0.0275 -0.3483 -0.0699 0.213
H -0.7072 -1.5851 2.0864 3.3049 3.3258 -0.4554 0.358
H -0.5611 -4.5873 -1.6872 -0.5994 3.3174 0.8440 0.187
H -2.8871 4.4907 -0.8179 -1.4651 4.9185 9.1770 0.182
H -0.0021 -2.7927 -3.2822 0.5886 0.1220 0.5217 0.249
H -1.0057 -3.8068 0.6114 -0.7412 0.5349 -1.0007 0.195
H 0.9345 4.6293 -0.2728 4.1606 -0.0724 1.2472 0.219
H 2.3732 -3.3510 0.0016 1.2927 0.4417 -0.8783 0.267
H -1.4753 -2.0212 0.2300 2.4314 -2.3467 -0.9593 0.178
H -0.1485 5.2773 -1.5618 0.4267 1.2275 -0.3371 0.220
H 1.7654 -4.1111 -2.6074 -0.4709 3.1693 1.5699 0.230
H 0.0619 -0.7967 4.3602 -0.3651 -0.6532 0.5118 0.183
H 1.5193 -4.4451 -0.4344 -1.7524 -6.2883 0.7895 0.215
H 1.6046 -0.5275 -1.3024 0.2535 -1.2318 -0.0207 0.422
H -0.6831 4.9719 0.3591 1.7063 -0.8372 -3.3138 0.106
H 1.4613 0.7977 5.9740 -0.3406 -0.5506 -1.7722 0.226
H -1.9170 -3.3460 -1.9616 2.0022 0.7744 1.6031 0.277
H 0.2405 1.6554 5.0829 0.3468 -0.2063 -0.6270 0.205
```
Forces are in eV/Å.



(2)
Below is a 3-piece molecular cluster, C4H16N2O2 overall at a distorted geometry, with properties calculated with wB97M-V/def2-TZVPD.

Computed properties:
- multiplicity = 2
- frontier orbital gap (spin up / spin down) (eV) = 2.87 / 8.67
- charge = -1
- ΔE to the lowest compared entry with this formula, charge and spin (kcal per mole) = 69.2
- E_HOMO (spin up / spin down) (eV) = 0.880 / -5.121

The geometry in XYZ format:
```
24
Properties=species:S:1:pos:R:3:forces:R:3:nbo_charge:R:1
O 0.9265 -1.2086 2.4741 0.5176 -0.9684 0.8168 -1.296
O 2.5247 -0.1126 -0.9571 -0.1244 0.9254 1.2278 -1.066
N -1.2250 -0.7314 -0.3121 2.3070 2.2796 -1.0887 -0.647
N -0.4488 2.5598 1.4604 1.9983 0.2534 2.5287 -0.874
C -0.3559 1.6764 0.3287 0.1734 -3.8381 2.8447 -0.305
C -1.4248 0.5301 0.4592 -2.2058 -1.2941 1.2878 -0.312
C -0.5757 -0.4873 -1.7045 -3.1767 -0.5847 3.2924 -0.242
C -0.0916 -1.8318 -2.1853 1.9226 1.2845 -1.2663 -0.654
H 0.2773 -1.6659 3.0955 0.4078 1.4298 -1.4493 0.397
H -2.0169 -1.3449 -0.3565 -0.4114 0.1357 -0.0964 0.351
H 0.6282 -0.5000 1.8717 -0.7897 -0.5628 0.6497 0.445
H -0.3916 2.1073 -0.5755 -1.0036 2.2277 -3.2209 0.173
H 0.2889 0.0591 -1.5684 1.6482 1.2540 0.8988 0.214
H -0.5780 -2.0644 -3.0589 -1.3910 -0.9633 -2.2880 0.188
H -2.5002 0.9085 0.3691 1.1240 0.3973 -0.9228 0.146
H 0.2926 2.2645 2.2177 -1.4180 0.6248 -2.0133 0.321
H 0.6692 1.2500 0.2249 -0.5516 -0.1660 0.7840 0.184
H -1.2876 2.4095 2.0107 -0.3210 -0.0092 -0.4924 0.347
H 2.5405 -0.1145 0.0280 -0.4029 0.9877 -0.0912 0.414
H 2.8422 -0.9929 -0.9815 0.6375 -1.9058 -1.0491 0.440
H -1.2418 0.2522 -2.2456 0.3147 -1.5735 -0.5371 0.162
H -0.0424 -2.7383 -1.6046 -0.2894 0.3638 0.9992 0.228
H -1.6239 0.2101 1.5502 1.4131 0.3907 -1.0978 0.178
H 0.9385 -1.5946 -2.5394 -0.3789 -0.6886 0.2834 0.209
```
Forces are in eV/Å.



> Number 2 is which compound?

C4H16N2O2



What did the second record say?
Below is a 3-piece molecular cluster, C4H16N2O2 overall at a distorted geometry, with properties calculated with wB97M-V/def2-TZVPD.

Computed properties:
- multiplicity = 2
- frontier orbital gap (spin up / spin down) (eV) = 2.87 / 8.67
- charge = -1
- ΔE to the lowest compared entry with this formula, charge and spin (kcal per mole) = 69.2
- E_HOMO (spin up / spin down) (eV) = 0.880 / -5.121

The geometry in XYZ format:
```
24
Properties=species:S:1:pos:R:3:forces:R:3:nbo_charge:R:1
O 0.9265 -1.2086 2.4741 0.5176 -0.9684 0.8168 -1.296
O 2.5247 -0.1126 -0.9571 -0.1244 0.9254 1.2278 -1.066
N -1.2250 -0.7314 -0.3121 2.3070 2.2796 -1.0887 -0.647
N -0.4488 2.5598 1.4604 1.9983 0.2534 2.5287 -0.874
C -0.3559 1.6764 0.3287 0.1734 -3.8381 2.8447 -0.305
C -1.4248 0.5301 0.4592 -2.2058 -1.2941 1.2878 -0.312
C -0.5757 -0.4873 -1.7045 -3.1767 -0.5847 3.2924 -0.242
C -0.0916 -1.8318 -2.1853 1.9226 1.2845 -1.2663 -0.654
H 0.2773 -1.6659 3.0955 0.4078 1.4298 -1.4493 0.397
H -2.0169 -1.3449 -0.3565 -0.4114 0.1357 -0.0964 0.351
H 0.6282 -0.5000 1.8717 -0.7897 -0.5628 0.6497 0.445
H -0.3916 2.1073 -0.5755 -1.0036 2.2277 -3.2209 0.173
H 0.2889 0.0591 -1.5684 1.6482 1.2540 0.8988 0.214
H -0.5780 -2.0644 -3.0589 -1.3910 -0.9633 -2.2880 0.188
H -2.5002 0.9085 0.3691 1.1240 0.3973 -0.9228 0.146
H 0.2926 2.2645 2.2177 -1.4180 0.6248 -2.0133 0.321
H 0.6692 1.2500 0.2249 -0.5516 -0.1660 0.7840 0.184
H -1.2876 2.4095 2.0107 -0.3210 -0.0092 -0.4924 0.347
H 2.5405 -0.1145 0.0280 -0.4029 0.9877 -0.0912 0.414
H 2.8422 -0.9929 -0.9815 0.6375 -1.9058 -1.0491 0.440
H -1.2418 0.2522 -2.2456 0.3147 -1.5735 -0.5371 0.162
H -0.0424 -2.7383 -1.6046 -0.2894 0.3638 0.9992 0.228
H -1.6239 0.2101 1.5502 1.4131 0.3907 -1.0978 0.178
H 0.9385 -1.5946 -2.5394 -0.3789 -0.6886 0.2834 0.209
```
Forces are in eV/Å.



> What is the formula in the first record?

C18H26N4S